{
  "formula": "C6H19ClNO2P",
  "method": "ωB97M-V/def2-TZVPD",
  "energy_ha": -1246.4956,
  "homo_energy_ev": -5.78,
  "elements": ["C", "C", "O", "C", "P", "Cl", "H", "H", "H", "H", "H", "H", "H", "H", "H", "H", "H", "C", "C", "O", "N", "C", "H", "H", "H", "H", "H", "H", "H", "H"],
  "positions_angstrom": [[3.83434, 1.10605, 1.77054], [2.47743, 2.05447, 1.53427], [1.52205, 1.45195, 0.59180], [0.20649, 2.11061, 0.62588], [-0.97271, 1.48716, 1.99674], [0.11382, -0.35682, 2.25596], [3.54561, 0.02754, 2.19039], [4.45463, 1.65332, 2.63112], [4.50174, 1.02616, 0.81051], [2.85992, 3.12226, 1.22950], [1.95086, 2.08209, 2.60405], [0.25536, 3.29080, 0.69568], [-0.30635, 1.87026, -0.42469], [-1.84218, 0.80584, 1.06445], [-1.83635, 1.03151, 3.09435], [-0.18461, 2.16530, 3.03182], [-1.83173, 2.65980, 1.88593], [-2.03700, -0.80651, -2.91099], [-1.81829, -1.36611, -1.54027], [-2.16741, -0.84505, -0.49887], [-1.13289, -2.57498, -1.29372], [-0.89563, -3.52097, -2.38277], [-2.64208, 0.10187, -2.83959], [-1.07371, -0.55637, -3.36106], [-2.56973, -1.52891, -3.53357], [-0.26196, -2.27101, -0.84078], [-1.63993, -2.96505, -0.48773], [-0.40775, -4.40032, -1.95629], [-0.24435, -3.05213, -3.12434], [-1.85756, -3.80278, -2.81830]],
  "forces_ev_per_a": [[-0.5516, 0.3393, 0.4898], [0.5322, -0.9564, 1.6936], [0.7256, 2.0659, 0.5167], [0.0378, 0.5528, -1.6630], [-2.2200, 2.0746, 0.9538], [1.0344, -2.0321, 0.1297], [0.5189, 2.4201, -1.1226], [-1.2640, -1.1617, -1.9487], [-1.3355, 0.0940, 1.8218], [-1.0036, -1.8690, 0.3300], [1.1623, 0.2523, -2.3451], [0.2918, -2.1636, -0.0060], [1.0417, 0.3757, 1.9566], [0.2702, -0.1388, -0.2564], [0.0921, -0.0916, -0.3164], [0.3708, -0.1948, -0.2769], [0.3326, 0.2329, -0.2556], [0.0910, -0.2494, 0.0354], [-2.5141, 4.2763, 1.9403], [-0.1029, -0.6928, -1.9975], [1.5065, -1.8480, 0.9804], [0.1963, -0.7230, -0.4136], [0.2237, -0.2535, 0.2375], [-0.0368, -0.0618, -0.1541], [0.1673, 0.0277, -0.1226], [0.4032, -0.0356, 0.0382], [0.0320, -0.2474, -0.1490], [-0.0643, 0.1143, -0.2163], [-0.1941, -0.1477, 0.1042], [0.2564, 0.0415, 0.0159]]
}